68
Properties=species:S:1:pos:R:3 method="wB97M-V/def2-TZVPD" e_above_lowest_kcal_mol=26.6 spin_multiplicity=6 total_energy_ev=-222908.0506 orbital_gap_ev="6.67 / 5.56"
H -14.6361 7.9844 2.5362
N -9.0057 5.8415 5.3782
H -8.6271 6.0146 4.4652
C -10.9151 2.9038 11.3350
S -11.8499 6.2746 3.3763
C -17.5484 5.6249 9.7368
S -15.5143 5.4358 5.1173
H -14.6524 5.6668 2.9639
H -16.1118 7.1151 10.2134
H -17.8261 5.2568 5.3470
H -15.9099 8.3548 3.6982
H -16.9513 2.8773 7.8355
H -14.0187 3.5195 10.1800
Ge -13.4504 6.2634 9.2097
H -9.2973 4.1941 6.5737
H -11.9161 7.2144 11.5607
C -11.0248 5.1103 10.3742
H -18.3367 6.1019 10.3095
H -14.3077 7.8986 4.2658
C -12.3707 4.8908 10.0688
H -16.8809 8.1630 5.7139
H -10.3461 2.1244 11.8523
C -14.3419 10.0852 10.6898
C -12.5997 8.0153 11.3091
C -17.1477 6.0378 5.7106
C -16.7666 3.8045 8.3360
Mn -12.7472 6.7219 6.7311
C -13.5017 10.1663 11.7891
H -10.4001 4.2604 5.2341
H -8.7242 3.8267 4.9779
C -10.3000 4.1119 10.9973
H -18.5511 7.6186 5.9037
H -14.6966 3.9319 7.7449
C -15.4255 6.2458 3.4666
H -16.3869 6.0133 2.9870
C -9.3947 4.4687 5.5351
C -12.2455 2.6848 11.0033
O -14.4612 6.1269 5.9196
H -12.7330 1.7666 11.2800
C -12.9694 3.7017 10.4002
C -15.5127 4.3833 8.3060
C -11.3827 6.5714 4.9044
H -17.8053 7.5668 4.2923
N -9.5873 8.1012 5.4630
C -15.0585 7.7137 3.5067
H -9.2530 4.3032 11.2365
H -10.1967 8.7789 5.8866
C -12.6236 9.1457 12.0880
C -10.0241 6.7624 5.6995
H -15.0245 10.8942 10.4747
Br -13.2739 9.2458 6.6581
H -18.7164 3.9308 9.2268
C -17.7588 4.4048 9.1127
C -17.6186 7.4224 5.3565
H -13.5411 11.0407 12.4234
C -15.2715 5.5659 8.9884
C -14.2912 8.9678 9.8915
H -14.8842 8.8910 8.9928
H -9.8412 8.2858 3.3333
C -9.1265 8.4539 4.1448
H -8.9287 9.5306 4.1488
H -12.0082 9.2206 12.9596
H -10.5745 6.0692 10.1301
C -13.4579 7.9062 10.2218
C -16.2950 6.2070 9.6673
H -17.0684 5.9119 6.7903
H -8.1835 7.9462 3.9209
S -10.5858 6.4955 7.3998

120
Properties=species:S:1:pos:R:3 method="wB97M-V/def2-TZVPD" total_charge=+1 total_energy_ev=-748896.8028 orbital_gap_ev=8.18
Cl -2.7926 -6.6432 -3.0972
Cl 8.6550 -0.5778 -9.0922
C 4.4612 1.9580 -0.2403
H 12.1306 0.1415 -8.3290
H -5.6262 -2.0683 5.9440
Cl 2.4333 -4.6890 7.3287
Cl 14.3089 -3.0777 -13.8848
Cl 6.4495 1.3305 -6.6978
H 2.4259 -1.9553 1.1733
Cl 4.0281 -2.7998 -0.3264
H -5.9134 0.5920 5.9874
H -0.3055 0.4423 3.3839
C -7.0785 1.0937 -0.6056
Cl 5.4842 2.3570 -9.2432
Cl -1.0479 -4.3841 -2.5399
H -7.6940 -1.8802 2.1547
C -15.2041 0.3477 1.3459
C -4.0859 -0.0731 4.9116
H 0.7023 1.9854 -5.3158
Cl -6.4760 2.1417 0.6867
H -6.4015 -3.2286 4.1064
Cl -3.3904 2.1724 -0.3866
C 8.8904 -0.4187 -7.3451
H -7.0990 1.6677 -1.5304
Cl -7.4099 2.4679 6.2259
C 3.1492 -4.2914 5.7602
H -7.9803 -2.4317 4.5730
C 0.3068 6.7288 4.5778
H 5.5683 -2.1550 8.1079
Cl 6.2396 -3.1819 10.1124
H -15.0432 1.3649 0.9932
Cl 3.4471 -0.4648 -4.2231
Cl 9.8554 -1.7658 -6.7238
H -6.9572 4.7773 6.3252
C 2.5290 -2.8818 0.6118
H 4.7633 -1.7933 -2.7998
H -7.0486 -1.2496 6.1079
Cl 2.5866 -4.2256 1.7607
Cl 4.6282 -3.0658 -4.7725
O -1.3022 -3.2483 3.2572
C -7.6565 4.1630 5.7608
Cl -9.6637 3.9375 2.1924
H 12.7228 -2.2523 -12.3575
C -6.9549 -1.3939 2.8952
Cl 7.2711 -0.7440 8.9055
H 5.4545 2.1147 0.1769
Cl 3.3241 3.0023 0.6250
Cl 7.6339 -0.2221 -0.6869
C -2.0421 -2.3509 2.7708
C -10.7056 3.5935 0.8036
Cl 9.4722 -2.4746 -0.5841
C 13.1068 0.1677 -8.8107
Cl 11.4126 -3.3326 -13.9847
Cl -6.0034 -0.2933 -0.8339
C 9.2737 -0.7810 -1.0547
Cl 0.2974 4.1985 -4.6359
H 7.9165 -0.4462 -6.8651
Cl -10.6878 4.9456 -0.3369
C 4.7900 -1.5572 -3.8619
Cl -7.3322 4.3903 4.0371
Cl 6.3367 -0.7770 -4.2194
Cl 4.4608 -3.1189 5.9552
Cl -1.4345 6.4176 4.6491
Cl 9.6332 -0.5669 -2.7738
C 1.1655 2.6576 -4.5956
Cl -8.7252 0.5501 -0.2496
Cl -3.1294 -5.1174 -0.6429
C -6.3332 0.6266 3.8022
H -4.1442 -2.1918 3.9299
C -3.4250 -1.4483 4.4156
Cl 1.4756 0.3918 1.8503
Cl 13.8767 1.7116 -8.4254
H -3.8056 0.7309 4.1281
Cl -9.2984 4.6812 6.1567
C 5.8554 -1.7892 9.0916
H -2.4948 -2.5341 1.7220
H 9.9771 -0.1810 -0.4802
Cl -2.0373 3.6467 -2.4934
C -3.5058 3.5277 -1.5209
H -5.5940 0.8136 2.9403
Cl 4.0329 0.2497 -0.0286
Cl 9.6584 1.1307 -6.9575
Cl -16.2693 -0.4769 0.1998
H -6.7037 1.6810 4.1303
Cl 12.8707 0.0098 -10.5579
Cl -13.6345 -0.4662 1.4327
Cl 12.9035 -4.5272 -11.7905
Cl 1.2168 5.2409 4.8774
Cl 0.5745 2.6212 3.4839
O -2.2972 -1.1317 3.5174
Cl 3.7363 -5.7530 4.9558
Cl -1.2077 1.4875 1.4816
H -1.2690 -6.3852 -1.3264
H -2.9558 -1.9527 5.3448
Cl -4.9261 3.3485 -2.5635
H -5.9312 -1.3192 2.3726
H -3.6158 4.4460 -0.9468
H -3.5915 0.2930 5.8922
C 5.4188 1.0076 -8.1016
N -6.2780 -1.4352 5.4281
H -10.3193 2.7120 0.2958
Cl 4.4945 -0.8800 9.7652
Cl 3.7530 0.7042 -7.5897
C -6.8854 -2.1940 4.2807
C -5.6862 -0.0963 5.0857
C 12.8236 -3.1746 -12.9283
Cl 2.8592 2.8803 -5.0513
H 5.7912 0.1159 -8.6032
Cl -12.3576 3.2499 1.3363
C 0.0832 1.1424 2.6462
Cl 0.7503 7.4243 3.0134
Cl -15.9534 0.4253 2.9467
Cl 1.0448 1.9220 -2.9906
Cl 14.0715 -1.1790 -8.1893
Cl 1.1302 -3.0402 -0.4601
Cl 4.5073 2.3793 -1.9556
H 2.3788 -3.8426 5.1356
O -7.4800 -0.0561 3.2206
H 0.5586 7.4469 5.3560
C -1.9661 -5.7215 -1.8346

76
Properties=species:S:1:pos:R:3 method="wB97M-V/def2-TZVPD" e_above_lowest_kcal_mol=68.2 spin_multiplicity=2 total_charge=+3 total_energy_ev=-203009.3650 orbital_gap_ev="4.44 / 2.89"
H -3.1559 5.0149 -1.5455
H -1.1827 -4.3999 -1.7232
H 5.7172 2.2138 1.7977
C -1.7106 4.1440 3.7600
F -0.5877 -0.6409 2.6724
H 0.7764 0.6687 3.2762
H -5.3223 4.9855 -0.6121
H 2.7760 -0.5669 -0.9052
C 3.7542 1.4401 1.4684
N 4.3393 -3.6695 0.4332
H 5.1156 -0.2709 -1.6462
N 0.9124 1.3913 -1.5756
N -4.6976 3.0423 -1.1390
C 5.0524 -4.7249 2.4664
C -4.1217 -3.0127 -1.2366
N -1.7475 -2.6385 -0.7605
H -2.8901 -4.1446 0.1273
C 0.6107 -0.0139 2.4420
N 2.8133 -4.1208 2.1494
H 0.3845 -0.4917 -2.4321
Ir 0.6467 0.8440 0.5741
N -0.5937 -0.6206 -0.0027
H -2.0766 -3.7637 -3.9377
C -5.5224 4.2293 -1.3719
H -1.6940 4.1571 -1.2231
H 2.2102 2.8460 -4.2321
H -5.3444 4.6518 -2.3620
N -2.7000 4.1713 -1.2292
C -0.5358 4.3949 3.0620
H -6.5659 3.9404 -1.3044
C -3.3848 3.0486 -1.0581
H -3.6179 -4.8219 -2.3091
C -0.0950 3.4324 2.1709
H -2.3612 1.1060 2.4190
C 0.8161 0.4885 -2.5367
H -5.1654 2.1555 -1.0266
H 1.6977 3.4070 -1.6161
C -3.0222 -3.1063 -0.1816
C -1.8714 2.0490 2.6187
Se 1.4991 3.5765 1.1700
C 3.7783 -4.6528 2.9304
C -2.3887 -3.2111 -3.0515
H -3.2578 -2.5069 0.6963
C -1.1516 -1.5772 -0.3527
S 1.8047 -3.0300 -0.0327
H -2.5007 -2.1573 -3.3280
C -3.7166 -3.7530 -2.5146
H -4.4949 -3.6347 -3.2676
C 5.5914 1.0503 -0.0163
C -2.3860 2.9538 3.5345
C 4.7574 0.2441 -0.7664
H 1.8614 -4.0730 2.4852
C -1.3125 -3.3473 -1.9804
H -3.2971 2.7244 4.0689
H 1.3612 0.4696 -4.5648
H -5.0345 -3.4408 -0.8217
H 6.6130 1.2336 -0.3213
S -2.5551 1.5673 -0.6944
H 6.2704 -4.2408 0.7338
C 3.4377 0.0991 -0.3695
Se 3.0767 2.2772 3.0153
H 0.0393 5.2988 3.2092
H 5.8456 -5.1470 3.0626
H -2.0764 4.8643 4.4796
N 2.9192 0.7413 0.6904
H -4.3124 -1.9588 -1.4656
H 3.4832 -5.0083 3.9076
N 1.3219 0.9611 -3.6847
C 3.0718 -3.6358 0.8945
C 1.4988 2.5004 -2.1574
F 1.5570 -0.9860 2.5320
N -0.7422 2.2919 1.9501
C 5.0926 1.6146 1.1507
H -0.3490 -2.9562 -2.3044
C 1.7566 2.2424 -3.4658
C 5.2818 -4.2082 1.1782